Entry 1:
# C25H27GaN3O2Te

C25H27GaN3O2Te as an isolated structure in a non-equilibrium geometry (ωB97M-V/def2-TZVPD, the OMol25 dataset).

Geometry as XYZ:
```
59
C25H27GaN3O2Te (ωB97M-V/def2-TZVPD)
Ga -0.27825 0.28659 0.24740
C 2.18825 0.77459 2.34760
C 3.19265 0.53229 1.27040
C 4.49165 0.15489 1.56380
C 5.38255 -0.11611 0.54200
C 4.96485 -0.03871 -0.77410
C 3.66665 0.32659 -1.10700
C 3.25065 0.34689 -2.54400
C 2.78795 0.65569 -0.06480
N 1.47355 1.09189 -0.33690
C 1.32705 2.18919 -1.14280
O 2.19675 2.99169 -1.39280
C -0.05075 2.28399 -1.75710
C -0.40455 3.02819 -2.87300
C -1.65245 2.79629 -3.44690
C -2.48355 1.80039 -2.94350
C -2.05365 1.10079 -1.82560
N -0.90585 1.41329 -1.24290
C -2.65275 -0.18221 -1.29950
O -3.70425 -0.60911 -1.72000
N -1.84675 -0.80951 -0.39210
C -2.11345 -2.18411 -0.16390
C -2.56935 -2.59001 1.09300
C -2.83625 -1.57281 2.16040
C -2.79045 -3.93661 1.32290
C -2.56365 -4.86341 0.32320
C -2.13815 -4.44981 -0.92680
C -1.90605 -3.10871 -1.19560
C -1.46885 -2.65171 -2.55280
H 2.65045 0.75589 3.33010
H 1.41335 -0.01621 2.30530
H 1.69815 1.74039 2.20270
H 4.80045 0.07469 2.59440
H 6.40025 -0.39191 0.77050
H 5.65705 -0.27631 -1.56720
H 3.86255 -0.34661 -3.11540
H 3.38455 1.34249 -2.96690
H 2.20185 0.06769 -2.66570
H 0.30005 3.73299 -3.28280
H -1.95495 3.35569 -4.31980
H -3.42045 1.52889 -3.40400
H -3.44885 -0.75451 1.76720
H -1.88435 -1.17271 2.53560
H -3.36545 -2.02251 2.99500
H -3.15245 -4.25191 2.28930
H -2.72235 -5.91081 0.52090
H -1.98775 -5.18221 -1.70270
H -1.09395 -3.48131 -3.14430
H -0.68875 -1.88551 -2.48190
H -2.31855 -2.21671 -3.08090
C -0.76175 0.96739 4.04930
Te -1.66055 1.66879 2.21840
C -0.74735 3.61409 2.44170
H 0.14705 1.53399 4.22080
H -0.53915 -0.09301 3.98430
H -1.45645 1.13399 4.86500
H -1.27695 4.13709 3.23550
H -0.83895 4.18239 1.52070
H 0.29955 3.50509 2.71630
```

Computed properties:
LUMO in Eh: -0.166
Total charge: +1
ΔE to the lowest compared entry with this formula, charge and spin in kJ/mol: 102.93
E in Ha: -3476.2448

These are the Löwdin partial charges, in e, on atoms 1 to 4: Ga 0.617; C -0.065; C -0.212; C -0.037

Entry 2:
# CHClO3

The molecule CHClO3 in a non-equilibrium geometry (ωB97M-V/def2-TZVPD, the OMol25 dataset).

Geometry as XYZ:
```
6
CHClO3 (ωB97M-V/def2-TZVPD)
C 0.13107 -0.08180 -1.84289
O -0.80054 0.51727 -1.54706
O 0.81453 -0.40372 0.54731
O 1.10253 -0.67992 -0.79822
Cl 0.58489 -0.68094 -3.40390
H -0.13759 -0.54564 0.53994
```

Computed properties:
LUMO in Eh: 0.015
Total charge: 0
ΔE to the lowest compared entry with this formula, charge and spin in kJ/mol: 206.67
E in Ha: -724.5074

These are the Löwdin partial charges, in e, on atoms 1 to 4: C -0.822; O 0.127; O 0.000; O -0.153

Entry 3:
# C23H73N5O11

A 11-piece molecular cluster, C23H73N5O11 overall in a non-equilibrium geometry (ωB97M-V/def2-TZVPD, the OMol25 dataset).

Geometry as XYZ:
```
112
C23H73N5O11 (ωB97M-V/def2-TZVPD)
C -13.38124 15.12536 -18.13570
C -11.84366 14.90550 -18.21121
C -11.39291 13.74198 -17.27238
O -10.09446 13.14073 -17.28038
C -9.70697 12.30037 -18.37460
N -11.60731 14.65041 -19.58703
H -13.68709 15.30153 -17.10443
H -13.97175 14.26550 -18.45202
H -13.54403 15.98785 -18.78200
H -11.28293 15.82179 -18.02658
H -12.14588 12.97211 -17.44102
H -11.61705 14.01613 -16.24151
H -9.81539 12.87569 -19.29403
H -10.50332 11.56245 -18.47155
H -8.75142 11.79153 -18.24769
H -10.60858 14.54820 -19.69740
H -11.88323 15.44681 -20.14356
C -8.39069 20.54308 -3.33451
C -7.17204 20.69102 -4.24796
C -6.85646 22.10422 -4.82498
O -7.90270 22.64340 -5.62424
C -8.14111 21.91730 -6.79068
N -6.02007 20.16360 -3.50480
H -8.75766 19.52303 -3.22083
H -9.23828 21.05667 -3.78829
H -8.11999 20.89910 -2.34049
H -7.39012 20.00519 -5.06660
H -5.91982 22.02086 -5.37621
H -6.57380 22.89378 -4.12870
H -7.67950 20.92995 -6.77809
H -7.54918 22.39017 -7.57433
H -9.16186 22.01383 -7.16062
H -6.37534 19.24715 -3.27242
H -5.30579 19.99795 -4.19940
C -11.62618 23.29778 -14.94657
C -12.21088 22.05762 -15.67057
C -13.72637 21.89031 -15.43251
O -14.31288 21.19704 -16.48622
C -14.98514 22.18786 -17.27237
N -11.80910 22.20179 -17.03540
H -12.10647 24.24946 -15.17401
H -10.60421 23.57198 -15.20826
H -11.68552 23.19405 -13.86314
H -11.75192 21.15657 -15.26366
H -14.23648 22.83965 -15.26929
H -13.91333 21.33499 -14.51339
H -14.33337 23.02124 -17.53465
H -15.78553 22.66544 -16.70722
H -15.18467 21.78191 -18.26408
H -12.14979 22.96431 -17.60337
H -12.31967 21.44203 -17.46224
C -18.76060 27.53940 -12.69082
C -17.42758 28.34912 -12.64631
C -17.61530 29.92084 -12.39596
O -16.33173 30.37132 -11.87941
C -16.35310 31.71519 -11.35929
N -16.59373 27.82328 -11.54356
H -18.46519 26.49046 -12.71420
H -19.28145 27.92205 -13.56855
H -19.39376 27.61792 -11.80706
H -16.83210 28.22143 -13.55030
H -18.36679 29.91686 -11.60642
H -18.05041 30.39392 -13.27628
H -16.92866 31.61769 -10.43880
H -16.66106 32.42119 -12.13055
H -15.36941 32.03789 -11.01825
H -17.26981 27.82082 -10.79322
H -16.02007 28.62977 -11.34210
C -8.81004 30.41535 -10.85985
C -7.48524 30.27166 -10.09351
C -6.47892 29.35806 -10.81260
O -6.91981 28.01435 -10.97398
C -5.83243 27.10054 -11.17000
N -6.91360 31.60194 -9.70271
H -8.80107 30.64919 -11.92443
H -9.46086 31.15054 -10.38655
H -9.30540 29.44522 -10.89945
H -7.80293 29.92384 -9.11055
H -5.51272 29.39050 -10.30910
H -6.28654 29.68409 -11.83475
H -5.02431 27.57516 -11.72657
H -6.08380 26.13162 -11.60141
H -5.49235 26.84257 -10.16705
H -7.17943 31.69634 -8.73290
H -7.49191 32.29710 -10.15261
O -18.98014 18.13897 -15.88609
H -18.17420 18.65441 -15.85437
H -19.65868 18.76917 -16.12828
O -11.69452 19.06983 -22.87832
H -11.12000 19.13359 -23.64127
H -12.06787 19.94627 -22.78512
O -7.20713 19.38394 -19.99345
H -6.71426 19.05766 -19.24055
H -7.84325 19.99288 -19.61825
C -12.28700 18.09127 -9.51603
O -12.80776 18.30355 -8.24621
H -11.36308 17.51329 -9.53639
H -12.95763 17.64648 -10.25123
H -12.09994 19.09148 -9.90679
H -13.25120 19.15238 -8.17966
C -12.72603 25.17780 -22.38984
O -13.45580 24.07871 -22.84230
H -13.36376 26.06169 -22.40190
H -12.38441 25.04819 -21.36290
H -11.82523 25.21189 -23.00261
H -13.91213 24.33979 -23.64554
C -22.58124 19.99747 -18.84133
O -22.36484 20.72794 -17.66179
H -22.84052 18.97876 -18.55305
H -23.43643 20.33361 -19.42764
H -21.66569 19.99662 -19.43283
H -23.23575 21.03310 -17.39720
```

Computed properties:
LUMO in Eh: 0.012
Total charge: 0
ΔE to the lowest compared entry with this formula, charge and spin in kJ/mol: 491.18
E in Ha: -2021.1953

These are the Löwdin partial charges, in e, on atoms 1 to 4: C -0.060; C -0.447; C -0.180; O -0.193